Below is an isolated molecule of C5H11NO at a distorted geometry, with properties calculated with the ωB97M-V functional and the def2-TZVPD basis.

```
! RIJCOSX wB97M-V def2-TZVPD def2/J DEFGRID3
* xyz 0 1
C -0.099 2.159 0.719
N -0.093 1.766 -0.661
C 0.097 0.470 -1.083
C 0.258 -0.605 0.022
C 0.906 -1.870 -0.698
C -1.010 -1.058 0.767
O 0.212 0.229 -2.262
H -0.374 3.159 1.095
H -0.471 1.383 1.393
H 0.950 2.250 1.049
H -0.540 2.218 -1.447
H 0.998 -0.331 0.781
H 1.475 -1.449 -1.526
H 0.077 -2.504 -1.020
H 1.557 -2.443 -0.048
H -0.771 -1.004 1.835
H -1.834 -0.330 0.663
H -1.337 -2.041 0.421
*
```

Values from the calculation:
- Molecular weight: 101.149 g/mol
- Structure (SMILES): CNC(=O)C(C)C
- Energy above the lowest of the compared OMol25 structures with the same formula, charge and spin: 118.9 kJ/mol
- Frontier orbital gap: 0.38323 Eh